Entry 1:
15
Properties=species:S:1:pos:R:3 method="wB97M-V/def2-TZVPD" e_tot_ev=-29005.561 charge=0 e_above_lowest_kj_mol=124.3 lumo_energy_ha=0.019 smiles="O=CCCSS.O"
O -0.0259 1.5577 -1.4278
C 0.8050 0.7023 -1.5684
C 0.9494 -0.4165 -0.5438
C -0.3405 -1.2420 -0.6184
S -0.2699 -2.6990 0.5028
S -0.8545 -2.0127 2.3534
H 1.3491 0.5381 -2.5169
H 1.0780 0.0671 0.4322
H 1.7778 -1.0918 -0.7454
H -0.4339 -1.7536 -1.5723
H -1.2210 -0.6767 -0.3141
H -1.7412 -1.0821 1.9821
O -0.2290 2.4826 1.6424
H -0.1213 2.3207 0.6992
H -0.7221 3.3060 1.6949

Entry 2:
16
Properties=species:S:1:pos:R:3 method="wB97M-V/def2-TZVPD" e_tot_ev=-7394.486 charge=0 e_above_lowest_kj_mol=27.0 lumo_energy_ha=0.038 smiles="CC(C)CC=O"
C -1.1769 -0.8535 -0.4734
C -0.2298 0.3323 -0.2861
C -0.9456 1.4966 0.3970
C 1.0079 -0.0837 0.5089
C 1.9433 -1.0009 -0.2406
O 1.8695 -1.2388 -1.4229
H -2.0537 -0.5639 -1.0632
H -1.5349 -1.2185 0.4987
H -0.6796 -1.6798 -0.9901
H 0.1127 0.6568 -1.2769
H -0.2875 2.3665 0.5065
H -1.8230 1.8080 -0.1809
H -1.2918 1.2085 1.3981
H 1.6082 0.7949 0.7961
H 0.7286 -0.5726 1.4549
H 2.7527 -1.4520 0.3741

Entry 3:
69
Properties=species:S:1:pos:R:3 method="wB97M-V/def2-TZVPD" e_tot_ev=-164347.176 multiplicity=2 charge=0 e_above_lowest_kj_mol=0.0 lumo_energy_ha="0.015 / 0.016"
Co 0.4185 0.0755 -0.1314
N 0.4046 0.1021 1.8956
C -0.4674 -0.8920 2.5108
C -0.9636 -0.6876 3.7910
C -1.7789 -1.6410 4.3775
C -2.0946 -2.8057 3.6872
C -1.6066 -2.9976 2.4065
C -0.7941 -2.0404 1.8019
P -0.2431 -2.1593 0.0678
C -1.7168 -2.8440 -0.7722
C -2.6391 -1.9210 -1.2688
C -3.8013 -2.3540 -1.8898
C -4.0483 -3.7120 -2.0304
C -3.1350 -4.6364 -1.5424
C -1.9752 -4.2060 -0.9135
C 0.8972 -3.5790 0.0885
C 1.5577 -3.9676 1.2504
C 2.5387 -4.9498 1.2068
C 2.8679 -5.5542 0.0043
C 2.2139 -5.1737 -1.1610
C 1.2418 -4.1882 -1.1199
H 0.1179 1.0289 2.1986
H 1.3609 -0.0361 2.2142
H -0.7121 0.2202 4.3266
H -2.1696 -1.4741 5.3724
H -2.7319 -3.5521 4.1423
H -1.8748 -3.8910 1.8555
H -2.4533 -0.8627 -1.1483
H -4.5103 -1.6264 -2.2628
H -4.9522 -4.0509 -2.5198
H -3.3262 -5.6966 -1.6486
H -1.2704 -4.9351 -0.5330
H 1.3060 -3.5015 2.1947
H 3.0476 -5.2412 2.1164
H 3.6332 -6.3185 -0.0280
H 2.4664 -5.6414 -2.1039
H 0.7422 -3.8882 -2.0349
S -3.5303 2.3537 -1.1837
C -2.2558 1.5748 -0.5664
N -1.3242 1.0070 -0.1326
Br 7.0691 0.1489 -0.1165
C 5.1693 0.0661 -0.1163
C 4.4422 1.0945 0.4557
C 3.0535 1.0148 0.4519
C 2.3572 -0.0618 -0.1117
C 3.1420 -1.0695 -0.6776
C 4.5332 -1.0205 -0.6875
H 4.9507 1.9445 0.8911
H 2.5088 1.8465 0.8955
H 2.6742 -1.9388 -1.1282
H 5.1113 -1.8213 -1.1297
C 0.4896 3.4394 -4.0432
C 0.3849 1.9236 -3.9124
C -1.0165 1.4646 -4.3301
C 1.4497 1.2501 -4.7742
N 0.6848 1.6414 -2.4928
N 0.4710 0.2863 -2.0997
H 0.3401 3.7403 -5.0800
H 1.4718 3.7799 -3.7147
H -0.2741 3.9312 -3.4360
H -1.2290 1.8102 -5.3428
H -1.7817 1.8696 -3.6634
H -1.1092 0.3756 -4.3462
H 1.3329 1.5469 -5.8169
H 1.3679 0.1609 -4.7375
H 2.4453 1.5369 -4.4341
H 0.0641 2.1952 -1.9095
H 1.2176 -0.2815 -2.4872
H -0.4208 -0.0610 -2.4576

Entry 4:
4
Properties=species:S:1:pos:R:3 method="wB97M-V/def2-TZVPD" e_tot_ev=-10183.263 charge=-1 e_above_lowest_kj_mol=12.5 lumo_energy_ha=0.145
O 0.4455 1.0285 -0.3357
H 0.5708 1.2270 0.6198
H -0.2423 0.3250 -0.3548
I -0.7740 -2.5805 0.0707

Entry 5:
127
Properties=species:S:1:pos:R:3 method="wB97M-V/def2-TZVPD" e_tot_ev=-131563.398 multiplicity=10 charge=+2 lumo_energy_ha="-0.220 / -0.234"
Ti 5.4578 -3.4890 -8.6165
Ti 3.6264 -6.2132 -5.1597
Ti 2.5225 -3.7215 -7.1961
O 5.7346 -6.4958 -5.7101
C 5.5555 -5.9177 -6.8933
O 6.1831 -6.4401 -7.8684
O 4.6650 -5.0715 -6.9868
H 6.2350 -7.3111 -5.8358
C 1.4292 -10.4277 -6.1322
C 2.7636 -9.6604 -5.7771
C 3.9785 -10.3937 -6.2641
O 4.3919 -11.5245 -5.5281
C 5.3462 -12.4187 -6.1467
N 2.8826 -8.3425 -6.4065
H 1.5973 -11.4999 -6.2337
H 1.0287 -10.1825 -7.1169
H 0.6604 -10.2048 -5.3931
H 2.7663 -9.4916 -4.6997
H 4.8620 -9.7783 -6.4505
H 3.7085 -10.6876 -7.2811
H 4.8944 -13.4103 -6.1131
H 6.2565 -12.4474 -5.5480
H 5.5373 -12.2654 -7.2094
H 1.9426 -7.9696 -6.3645
H 3.0777 -8.4487 -7.3946
C 9.0683 -4.1192 -6.1690
C 8.0122 -3.2952 -6.9455
C 8.2877 -1.7686 -7.0850
O 7.2944 -1.1700 -7.8948
C 7.5490 -0.6413 -9.1733
N 7.8698 -3.8875 -8.2702
H 8.7360 -4.1172 -5.1304
H 10.0343 -3.6282 -6.2884
H 9.1006 -5.1701 -6.4552
H 7.1795 -3.4085 -6.2489
H 9.2699 -1.4816 -7.4643
H 8.3346 -1.3911 -6.0627
H 7.8981 0.3651 -8.9351
H 6.6276 -0.4152 -9.7106
H 8.2397 -1.0417 -9.9160
H 7.7147 -4.8875 -8.2743
H 8.8417 -3.7460 -8.5142
C 3.2968 -9.5922 -11.1794
C 3.9227 -9.3587 -9.8028
C 5.2321 -10.1167 -9.5889
O 5.0018 -11.5189 -9.8310
C 6.0247 -12.1724 -10.5907
N 3.9308 -7.9451 -9.4405
H 2.3790 -9.0066 -11.2522
H 3.1829 -10.6588 -11.3668
H 3.7721 -9.1132 -12.0373
H 3.1961 -9.8540 -9.1553
H 5.6607 -9.9639 -8.5976
H 5.9693 -9.8030 -10.3301
H 5.7512 -12.2315 -11.6443
H 5.9820 -13.2026 -10.2355
H 7.0301 -11.8259 -10.3510
H 3.8936 -7.5873 -10.3857
H 4.7614 -7.6206 -8.9647
C 7.5129 -6.5680 -11.0107
C 7.8312 -6.9869 -12.3992
C 6.6298 -7.0793 -13.3371
O 5.3363 -6.9369 -12.6062
C 4.3186 -6.8862 -13.6016
N 8.8993 -6.1780 -12.8750
H 6.8622 -7.2906 -10.5166
H 6.7704 -5.7690 -11.0626
H 8.3443 -6.2186 -10.4000
H 8.2993 -7.9722 -12.3648
H 6.5760 -7.9696 -13.9648
H 6.7492 -6.2805 -14.0710
H 4.0787 -7.8272 -14.0999
H 4.6155 -6.2854 -14.4623
H 3.4543 -6.5152 -13.0514
H 8.5948 -5.2497 -13.1381
H 9.2847 -6.5242 -13.7434
C 8.5005 -10.0449 -7.7551
C 9.3386 -9.0219 -6.9041
C 10.3695 -8.2481 -7.7781
O 11.4662 -9.1056 -8.0531
C 12.4598 -8.5747 -8.8561
N 8.3944 -8.1266 -6.1925
H 7.8668 -10.6330 -7.0911
H 9.0922 -10.7253 -8.3674
H 7.8826 -9.5613 -8.5126
H 9.8866 -9.5251 -6.1074
H 10.7821 -7.3564 -7.3011
H 9.9819 -7.8779 -8.7296
H 12.0267 -8.2308 -9.7975
H 13.1816 -9.3222 -9.1839
H 12.9550 -7.7613 -8.3237
H 8.7570 -7.2659 -5.8055
H 7.7596 -7.8413 -6.9278
C 6.1599 -3.9143 -3.2223
C 4.7387 -3.7239 -2.6066
C 4.4251 -2.2636 -2.2528
O 5.2203 -1.9338 -1.1054
C 5.4045 -0.6030 -0.7691
N 3.7528 -4.2476 -3.5732
H 6.9923 -3.4924 -2.6592
H 6.2323 -3.3782 -4.1713
H 6.4535 -4.9200 -3.5243
H 4.8173 -4.3029 -1.6867
H 3.3457 -2.1035 -2.2074
H 4.6400 -1.5567 -3.0577
H 6.1704 -0.2483 -1.4613
H 5.7517 -0.5516 0.2618
H 4.5073 -0.0181 -0.9754
H 3.5481 -3.6195 -4.3390
H 2.9798 -4.3040 -2.9223
C 5.4510 -9.9955 -2.5177
C 6.1302 -9.0025 -3.4878
C 6.7287 -7.7468 -2.7418
O 5.8005 -7.1014 -1.8461
C 6.4918 -6.3885 -0.7988
N 7.1775 -9.7595 -4.2057
H 4.4793 -9.6517 -2.1600
H 6.0462 -10.0795 -1.6080
H 5.2346 -10.9946 -2.8946
H 5.3841 -8.6730 -4.2139
H 7.2085 -7.0847 -3.4654
H 7.5760 -8.1092 -2.1575
H 7.4049 -5.8740 -1.0970
H 6.6522 -7.0853 0.0251
H 5.8208 -5.6944 -0.2918
H 6.9010 -10.3652 -4.9671
H 7.7148 -9.1260 -4.7917

Entry 6:
34
Properties=species:S:1:pos:R:3 method="wB97M-V/def2-TZVPD" e_tot_ev=-61401.834 multiplicity=3 charge=-1 e_above_lowest_kj_mol=0.0 lumo_energy_ha="0.066 / 0.066"
Tl -2.6436 -1.4349 0.4405
Cl -2.2985 1.1119 -0.3733
C -3.3513 -0.9263 2.4061
C -3.6675 -2.1794 -1.2920
H -4.0891 -1.6851 2.6953
H -2.4909 -0.8965 3.0861
H -3.7989 0.0670 2.2772
H -4.3867 -2.9355 -0.9502
H -2.9237 -2.5918 -1.9866
H -4.1615 -1.2922 -1.7100
Pr 0.5395 0.3315 0.0632
C 1.4813 0.2071 -2.1699
C -0.1933 -1.9783 0.5369
H 1.7141 -0.8423 -2.4041
H 0.9016 0.6606 -2.9839
H 2.4249 0.7584 -2.0262
H -0.2202 -2.8095 -0.2001
H -0.2169 -2.4683 1.5323
O 2.9637 -0.2156 0.8945
C 2.8912 0.8738 1.5449
N 1.6733 1.3150 1.9879
S 1.4768 2.9603 1.7142
O 0.8855 3.0031 0.3455
O 0.8100 3.6429 2.7702
C 3.2400 3.1699 1.7665
C 3.9305 4.3584 1.9678
C 5.3308 4.2921 2.0581
C 5.9970 3.0600 1.9085
C 5.2756 1.8830 1.6967
C 3.8868 1.9445 1.6970
H 3.3763 5.2957 2.0662
H 5.9038 5.2076 2.2481
H 7.0881 3.0401 1.9666
H 5.7562 0.9185 1.5545

Entry 7:
46
Properties=species:S:1:pos:R:3 method="wB97M-V/def2-TZVPD" e_tot_ev=-37925.433 charge=0 lumo_energy_ha=0.004 smiles="NCCOC(=O)NCCCCS(=O)(=O)O.CCOCC"
N -1.9867 2.1789 0.3784
C -3.0068 2.2040 -0.7301
C -2.3752 2.6953 -2.1538
O -2.7771 1.7043 -3.1341
C -1.7481 1.3827 -4.0472
O -2.0681 1.2659 -5.2621
N -0.3476 1.1171 -3.7054
C -0.2113 -0.3123 -3.2805
C -0.2544 -0.5254 -1.6902
C 1.1258 -0.2158 -0.9478
C 1.3434 1.3245 -0.5786
S 2.9386 2.0290 -1.2683
O 3.4752 1.2415 -2.4229
O 3.9417 2.1072 -0.1415
O 2.5543 3.5703 -1.8623
H -1.7893 1.1886 0.6092
H -1.1264 2.6603 0.0960
H -3.9266 2.8436 -0.4646
H -3.3181 1.1041 -0.8791
H -2.8198 3.7360 -2.3342
H -1.2518 2.8356 -2.0454
H 0.2087 1.3192 -4.5557
H 0.8054 -0.6748 -3.6457
H -1.0055 -0.9855 -3.7615
H -1.1478 0.0729 -1.2804
H -0.5307 -1.6312 -1.5264
H 1.1097 -0.8038 0.0395
H 1.9817 -0.6305 -1.5724
H 0.5099 1.9761 -1.0082
H 1.3417 1.5074 0.5545
H 1.5743 3.5652 -1.9995
C -0.4168 -4.2118 3.4292
C 0.7962 -3.5949 2.7531
O 0.6454 -2.2099 2.4693
C 0.4242 -1.3570 3.5857
C 1.5481 -1.3904 4.6067
H -1.3094 -4.0757 2.8109
H -0.2597 -5.2814 3.5899
H -0.6190 -3.7556 4.3996
H 0.9547 -4.0926 1.7935
H 1.7030 -3.7640 3.3416
H -0.5393 -1.5882 4.0519
H 0.3383 -0.3416 3.1878
H 1.6749 -2.3826 5.0434
H 1.3432 -0.6896 5.4195
H 2.4972 -1.1152 4.1386

Entry 8:
2
Properties=species:S:1:pos:R:3 method="wB97M-V/def2-TZVPD" e_tot_ev=-71298.141 multiplicity=2 charge=+2 e_above_lowest_kj_mol=27.4 lumo_energy_ha="-0.508 / -0.496"
Zr -4.1734 12.1624 -23.2440
Br -3.5928 10.1346 -24.8773

Entry 9:
14
Properties=species:S:1:pos:R:3 method="wB97M-V/def2-TZVPD" e_tot_ev=-12543.636 charge=0 e_above_lowest_kj_mol=429.7 lumo_energy_ha=-0.005 smiles="C/C(F)=C(/C)[N+](=O)[O-]"
C -0.6221 1.9771 -0.2716
C -0.0384 0.6843 -0.6963
F 0.2892 0.5852 -1.9893
C 0.0531 -0.5176 0.0897
C 0.8732 -1.7545 -0.4588
N -0.2913 -0.5780 1.4865
O 0.3623 -1.3390 2.1676
O -1.1756 0.1174 1.8291
H -0.5188 2.0977 0.8247
H -0.3309 2.9650 -0.7558
H -1.6575 1.8785 -0.3896
H 1.4501 -2.1796 0.2678
H 0.2310 -2.6038 -0.7563
H 1.3757 -1.3327 -1.3476

Entry 10:
17
Properties=species:S:1:pos:R:3 method="wB97M-V/def2-TZVPD" e_tot_ev=-67557.905 charge=0 e_above_lowest_kj_mol=439.5 lumo_energy_ha=-0.117
Cu -0.1756 0.6220 0.4260
Cl -2.6305 4.4952 1.4291
O -0.0586 -1.0626 4.3136
H 0.4497 -1.8736 4.3193
H -0.3660 -0.9657 5.2150
O 4.0243 0.3977 -0.3026
H 4.5833 1.1288 -0.5658
H 4.5882 -0.3727 -0.3721
O -4.4812 0.2062 -0.3944
H -4.4261 1.0645 0.0258
H -5.1770 0.3016 -1.0448
O 0.1142 1.9901 -3.6160
H -0.6440 2.0083 -4.2000
H 0.7749 2.5184 -4.0640
O 0.8426 -3.2766 -0.5290
H 0.8335 -4.1883 -0.2374
H 1.7481 -2.9933 -0.4027

Entry 11:
73
Properties=species:S:1:pos:R:3 method="wB97M-V/def2-TZVPD" e_tot_ev=-88224.550 charge=+1 e_above_lowest_kj_mol=0.0 lumo_energy_ha=-0.106
Pt -0.1634 -0.3834 0.5132
C 2.6010 2.2212 -0.0363
C 3.0877 0.9018 0.5615
P 2.0458 -0.5120 0.0815
C 2.3718 -0.6932 -1.6847
C 1.3507 -0.5214 -2.6143
C 1.6267 -0.5997 -3.9728
C 2.9192 -0.8537 -4.4031
C 3.9419 -1.0336 -3.4785
C 3.6716 -0.9528 -2.1236
C 2.7829 -1.9369 0.9052
C 2.8547 -3.1592 0.2412
C 3.3906 -4.2634 0.8828
C 3.8434 -4.1592 2.1899
C 3.7575 -2.9481 2.8615
C 3.2275 -1.8387 2.2223
C 1.3581 2.7511 0.6772
P -0.1880 1.8589 0.3172
C -0.6564 2.3258 -1.3719
C -1.6547 1.5851 -2.0081
C -2.0469 1.8963 -3.2992
C -1.4359 2.9440 -3.9766
C -0.4409 3.6822 -3.3553
C -0.0561 3.3800 -2.0558
C -1.3443 2.7002 1.4269
C -1.3664 2.3164 2.7682
C -2.2123 2.9560 3.6590
C -3.0449 3.9756 3.2134
C -3.0280 4.3580 1.8801
C -2.1769 3.7242 0.9845
H 2.4125 2.0999 -1.1075
H 3.3970 2.9621 0.0501
H 3.1188 0.9707 1.6504
H 4.0990 0.6677 0.2228
H 0.3397 -0.3332 -2.2769
H 0.8288 -0.4675 -4.6916
H 3.1332 -0.9195 -5.4616
H 4.9487 -1.2404 -3.8154
H 4.4700 -1.1072 -1.4068
H 2.4838 -3.2516 -0.7709
H 3.4461 -5.2101 0.3622
H 4.2598 -5.0244 2.6884
H 4.1046 -2.8656 3.8826
H 3.1605 -0.9039 2.7646
H 1.1812 3.8054 0.4572
H 1.4850 2.6889 1.7619
H -2.1195 0.7495 -1.4981
H -2.8236 1.3166 -3.7801
H -1.7359 3.1830 -4.9881
H 0.0387 4.4980 -3.8793
H 0.7186 3.9753 -1.5922
H -0.7357 1.5017 3.1084
H -2.2287 2.6555 4.6980
H -3.7100 4.4706 3.9085
H -3.6781 5.1505 1.5341
H -2.1722 4.0203 -0.0574
Cl -0.1840 -5.3850 0.5414
C -1.5250 -4.3241 0.7594
C -2.8034 -4.8735 0.9508
C -3.8906 -4.0674 1.1235
Cl -5.4562 -4.7709 1.3536
C -3.7465 -2.6596 1.1104
C -4.8078 -1.7468 1.2732
C -4.5562 -0.4041 1.2341
C -3.2450 0.0445 1.0337
N -2.2244 -0.7756 0.8805
C -2.4528 -2.1308 0.9173
C -1.3125 -2.9596 0.7411
O -0.1263 -2.4169 0.5729
H -2.9158 -5.9485 0.9577
H -5.8105 -2.1221 1.4238
H -5.3460 0.3228 1.3557
H -3.0351 1.1035 1.0019

Entry 12:
14
Properties=species:S:1:pos:R:3 method="wB97M-V/def2-TZVPD" e_tot_ev=-20105.666 charge=0 e_above_lowest_kj_mol=354.6 lumo_energy_ha=0.021 smiles="O[C@H]1[C@@H]2N=CN(S)[C@H]12"
O -2.8295 -0.9496 0.0354
C -1.7399 -0.2728 -0.4230
C -1.1202 0.7455 0.5552
N -0.3871 1.8313 0.1370
C 0.7514 1.3686 -0.3041
N 0.8063 -0.0400 -0.4648
S 2.3183 -0.7421 0.0407
C -0.3768 -0.5412 0.1812
H -2.8253 -1.8366 -0.4277
H -1.7595 0.1010 -1.4881
H -1.6532 0.8142 1.5545
H 1.6384 1.9973 -0.5842
H 2.3557 -0.5433 1.3933
H -0.2352 -1.4024 0.8566